(1)
This record from the Open Molecules 2025 dataset describes a molecular structure, C33H53GeInN3O3Si. The level of theory is ωB97M-V/def2-TZVPD.

XYZ file:
```
95
C33H53GeInN3O3Si (ωB97M-V/def2-TZVPD)
In 1.07036 -0.24551 0.55699
C 0.53923 -1.67558 4.00254
C -0.18241 -0.38264 3.74754
C -1.23153 0.00635 4.57712
C -1.80881 1.24768 4.41754
C -1.28259 2.12200 3.47477
C -0.23525 1.68204 2.69745
N 0.26536 0.43697 2.78254
C 0.51006 2.57426 1.78189
C 0.61101 3.93798 1.99548
C 1.43270 4.68301 1.16827
C 2.17560 4.04253 0.18828
C 2.05211 2.67352 0.05086
N 1.20506 1.97455 0.81402
C 2.98113 1.87391 -0.78475
C 3.71564 2.41145 -1.81861
C 4.70479 1.62787 -2.39667
C 4.93394 0.35767 -1.90669
C 4.12750 -0.13838 -0.88940
C 4.30291 -1.51264 -0.33416
N 3.14714 0.61022 -0.36115
H 0.83917 -1.71712 5.05025
H 1.43412 -1.75442 3.39319
H -0.10333 -2.53892 3.82123
H -1.57242 -0.66922 5.35234
H -2.63697 1.55401 5.04408
H -1.68354 3.11917 3.35594
H 0.09436 4.39994 2.82442
H 1.53504 5.74969 1.31848
H 2.88054 4.59398 -0.41673
H 3.52864 3.41748 -2.16780
H 5.30545 2.01932 -3.20768
H 5.73009 -0.25730 -2.30386
H 5.27603 -1.92678 -0.58996
H 3.53342 -2.16571 -0.74351
H 4.19409 -1.50333 0.75057
C -3.86327 -1.79622 -0.63453
C -3.32102 -1.05411 0.57916
C -3.11835 -2.02793 1.72587
C -4.25728 0.07506 0.99007
O -2.01223 -0.49730 0.25327
Ge -1.84424 0.57376 -1.13849
O -0.13601 0.09996 -1.57011
C 0.10747 -0.44018 -2.91628
C -0.16602 -1.93540 -2.90358
C 1.55376 -0.16530 -3.27033
C -0.80812 0.25640 -3.91580
O -1.71691 2.16190 -0.39099
C -2.19222 3.36708 -1.06249
C -3.39001 3.04687 -1.95173
C -1.05714 3.95176 -1.88873
C -2.62080 4.32895 0.03489
H -4.82848 -2.24878 -0.40717
H -4.01085 -1.11121 -1.47880
H -3.17346 -2.58495 -0.94404
H -4.07876 -2.44738 2.02674
H -2.46418 -2.84871 1.42543
H -2.68661 -1.51305 2.58276
H -5.20189 -0.32258 1.36298
H -3.79557 0.68253 1.77320
H -4.48299 0.72660 0.13793
H 0.53273 -2.44601 -2.24029
H -1.18505 -2.14204 -2.56311
H -0.05246 -2.34873 -3.90623
H 2.21430 -0.64990 -2.55162
H 1.77930 -0.56908 -4.25837
H 1.75333 0.90778 -3.27644
H -1.85914 0.00112 -3.73997
H -0.69186 1.34159 -3.86047
H -0.56561 -0.05913 -4.92973
H -3.10273 2.37485 -2.77116
H -4.18371 2.57167 -1.36947
H -3.79069 3.95485 -2.40118
H -0.76027 3.26293 -2.68558
H -1.36239 4.89285 -2.34922
H -0.18886 4.14114 -1.25546
H -3.34133 3.84365 0.69575
H -1.76232 4.65526 0.62212
H -3.08831 5.21082 -0.40262
C 2.33720 -4.57317 -0.99914
Si 1.46356 -4.03735 0.55412
C -0.03409 -5.13129 0.74359
C 2.58842 -4.17605 2.02311
C 0.58860 -2.34674 0.58058
H 2.36058 -5.66720 -0.98189
H 3.37369 -4.24565 -1.06413
H 1.81886 -4.28282 -1.91571
H 0.26053 -6.18555 0.68388
H -0.76115 -4.94880 -0.05320
H -0.52862 -4.98416 1.70840
H 2.99253 -5.19093 2.08967
H 2.05860 -3.97476 2.95765
H 3.44157 -3.49286 1.95718
H -0.15431 -2.29254 -0.21746
H 0.02564 -2.31957 1.51236
```

Values from the calculation:
Highest occupied orbital energy (alpha / beta): -13.651 / -14.536 eV
Spin multiplicity: 2
ΔE to the lowest compared entry with this formula, charge and spin: 0.0 kcal/mol
Expectation value of S²: 0.753
Net charge: +2

---

(2)
This record from the Open Molecules 2025 dataset describes a single C3H11N5 molecule at a distorted geometry. The level of theory is ωB97M-V/def2-TZVPD.

XYZ file:
```
19
C3H11N5 (ωB97M-V/def2-TZVPD)
H -2.22036 1.65714 1.57636
N -2.42352 1.79879 0.58178
N -1.63521 1.22690 -0.17403
N -0.46620 0.86860 0.54539
C 0.44649 -0.01794 -0.15782
C 1.15684 0.69070 -1.32099
C 1.49566 -0.56593 0.82000
N -0.38584 -1.12054 -0.73601
N -1.01759 -1.97397 0.25350
H -0.03869 1.68162 0.97227
H 0.44473 1.07992 -2.05783
H 1.84440 0.01301 -1.83978
H 1.73700 1.54523 -0.95472
H 2.13179 0.24687 1.18887
H 1.03773 -1.01475 1.70835
H 2.13927 -1.31329 0.34309
H -1.01883 -0.72455 -1.43529
H -1.62287 -2.66898 -0.18811
H -1.60481 -1.40883 0.87498
```

Values from the calculation:
Structure (SMILES): [H]/N=N\NC(C)(C)NN
Highest occupied orbital energy: -8.653 eV
ΔE to the lowest compared entry with this formula, charge and spin: 68.8 kcal/mol
Net charge: 0